12 unconnected molecules or ions with the total composition C72H160Cl3N9O10. Source: the Open Molecules 2025 dataset; level of theory: ωB97M-V/def2-TZVPD.

The geometry in XYZ format:
```
254
Properties=species:S:1:pos:R:3:mulliken_charge:R:1
C 19.491 22.921 14.177 -0.763
O 19.412 22.864 12.786 -0.146
C 20.513 23.410 12.136 -1.002
C 21.508 22.176 11.926 0.485
N 20.704 21.221 11.031 0.051
H 19.780 21.246 11.439 0.082
H 20.650 21.561 10.082 0.483
C 21.116 19.758 11.035 0.367
C 19.982 18.897 10.330 -0.892
O 18.939 19.138 11.158 -0.131
C 17.792 18.411 10.827 -0.678
H 19.549 23.958 14.508 0.616
H 20.384 22.475 14.614 -0.040
H 18.590 22.467 14.589 0.258
H 21.031 24.220 12.649 0.455
H 20.280 23.902 11.192 0.396
H 21.853 21.612 12.793 -0.488
H 22.370 22.468 11.325 0.263
H 21.255 19.509 12.087 -0.427
H 22.071 19.641 10.523 0.274
H 20.217 17.833 10.343 0.539
H 19.781 19.231 9.312 0.414
H 18.082 17.363 10.744 0.456
H 17.417 18.809 9.884 0.357
H 17.071 18.499 11.640 -0.080
C 30.214 21.267 11.611 -0.785
O 29.060 20.574 11.131 -0.361
C 28.236 19.988 12.185 -0.939
C 27.236 20.946 12.862 0.518
N 26.706 21.990 11.825 -0.206
H 26.234 22.737 12.313 0.480
H 27.414 22.463 11.282 0.486
C 25.741 21.534 10.650 -0.309
C 25.480 22.582 9.594 -0.646
O 26.631 23.136 8.866 -0.391
C 27.537 22.224 8.199 -0.629
H 30.310 22.221 11.092 0.307
H 31.119 20.707 11.370 0.301
H 30.251 21.419 12.689 0.300
H 28.738 19.540 13.043 0.561
H 27.638 19.193 11.739 0.440
H 27.742 21.584 13.586 0.496
H 26.385 20.366 13.219 -0.683
H 24.811 21.265 11.150 -0.077
H 26.237 20.594 10.409 0.437
H 24.850 23.424 9.879 0.266
H 24.843 22.004 8.925 0.523
H 27.049 21.434 7.629 0.343
H 28.180 21.597 8.816 0.147
H 28.226 22.724 7.519 0.326
C 11.585 25.860 21.047 -0.749
O 12.146 25.272 19.842 -0.331
C 13.272 25.943 19.413 -0.627
C 14.086 25.056 18.480 -0.498
N 14.855 23.898 19.287 -0.109
H 15.453 23.332 18.702 0.144
H 15.580 24.228 19.909 0.431
C 13.912 22.891 20.044 -0.507
C 14.609 21.572 20.076 -0.880
O 15.168 21.228 18.768 -0.038
C 15.945 20.044 18.677 -0.266
H 10.653 25.441 21.425 0.262
H 11.486 26.929 20.860 0.325
H 12.340 25.662 21.808 0.338
H 13.907 26.379 20.183 0.408
H 13.008 26.769 18.752 0.447
H 14.812 25.590 17.866 0.499
H 13.461 24.476 17.801 0.211
H 12.956 22.873 19.521 0.402
H 13.670 23.267 21.037 0.464
H 13.905 20.823 20.438 0.397
H 15.382 21.425 20.830 0.524
H 16.033 19.813 17.615 -0.299
H 15.536 19.169 19.182 0.448
H 16.905 20.230 19.158 0.137
C 31.247 21.162 18.234 -1.638
C 30.128 21.823 18.910 1.146
C 29.131 22.442 17.829 -1.659
C 28.232 21.466 17.130 -0.373
C 27.365 20.891 18.255 -0.509
C 28.085 20.122 19.397 1.617
N 29.371 20.858 19.790 0.858
O 30.087 20.473 20.935 -0.217
C 28.534 18.740 18.870 -1.741
C 27.165 19.940 20.556 -1.799
C 30.697 22.942 19.810 -1.731
H 31.891 21.813 17.643 0.475
H 30.910 20.298 17.660 0.329
H 31.958 20.703 18.920 0.402
H 29.842 22.923 17.156 0.525
H 28.734 23.320 18.339 0.495
H 28.798 20.725 16.566 0.386
H 27.588 22.035 16.460 0.337
H 26.580 20.260 17.837 -0.383
H 26.952 21.763 18.762 0.655
H 27.697 18.169 18.468 0.437
H 29.057 18.184 19.648 0.500
H 29.322 18.758 18.117 0.270
H 26.799 20.819 21.087 0.420
H 27.690 19.449 21.375 0.532
H 26.264 19.358 20.361 0.343
H 29.941 23.343 20.485 0.445
H 31.176 23.764 19.278 0.396
H 31.399 22.522 20.530 0.462
C 26.730 13.907 14.626 -1.424
C 26.377 13.374 13.269 2.112
C 27.533 12.760 12.537 -1.594
C 28.117 11.504 13.170 -0.613
C 26.999 10.508 12.932 -1.307
C 25.618 10.842 13.489 1.261
N 25.331 12.310 13.346 0.753
O 24.163 12.709 13.928 -0.313
C 25.730 10.525 15.057 -1.425
C 24.501 10.059 12.736 -1.659
C 25.791 14.526 12.360 -1.915
H 27.568 14.602 14.676 0.420
H 27.041 13.113 15.305 0.232
H 25.999 14.459 15.216 0.063
H 28.257 13.565 12.405 0.556
H 27.336 12.640 11.472 0.501
H 28.481 11.623 14.190 0.345
H 28.988 11.189 12.595 0.430
H 27.336 9.497 13.158 0.545
H 26.986 10.400 11.847 0.437
H 24.849 10.955 15.532 0.423
H 26.581 11.030 15.514 0.328
H 25.897 9.475 15.301 0.425
H 23.537 10.234 13.213 0.413
H 24.619 8.976 12.706 0.389
H 24.438 10.420 11.709 0.428
H 25.205 14.133 11.528 0.468
H 26.579 15.188 12.001 0.415
H 24.975 15.171 12.687 0.294
C 19.824 24.544 19.341 -1.699
C 20.332 23.155 19.257 1.989
C 21.118 22.784 17.950 -0.498
C 22.429 23.497 17.740 -1.555
C 23.367 23.115 18.868 -0.757
C 22.808 23.415 20.239 1.498
N 21.313 22.928 20.337 0.908
O 20.820 22.901 21.649 -0.248
C 22.940 24.925 20.495 -1.645
C 23.587 22.579 21.277 -1.799
C 19.182 22.122 19.333 -2.469
H 19.278 24.792 20.251 0.390
H 19.038 24.653 18.594 0.424
H 20.556 25.331 19.155 0.329
H 20.471 23.038 17.111 0.545
H 21.289 21.707 17.951 -0.151
H 22.333 24.582 17.705 0.565
H 22.968 23.401 16.797 0.398
H 24.332 23.615 18.792 0.654
H 23.742 22.096 18.763 -0.152
H 23.914 25.194 20.905 0.440
H 22.282 25.384 21.232 0.413
H 22.770 25.607 19.662 0.330
H 23.280 22.699 22.315 0.522
H 24.615 22.941 21.299 0.468
H 23.588 21.493 21.189 0.214
H 18.567 22.345 20.204 0.659
H 19.386 21.063 19.494 0.393
H 18.489 22.237 18.499 0.486
C 16.449 23.445 12.627 -1.770
C 15.409 22.403 12.797 1.353
C 16.189 21.058 12.914 0.059
C 15.337 19.832 13.342 -0.768
C 14.656 20.147 14.648 -1.465
C 13.682 21.447 14.665 1.695
N 14.589 22.591 14.134 0.752
O 13.978 23.870 14.254 -0.214
C 13.480 21.643 16.194 -2.276
C 12.364 21.177 13.842 -1.411
C 14.497 22.456 11.592 -1.488
H 16.918 23.722 13.571 0.265
H 15.949 24.387 12.404 0.650
H 17.113 23.374 11.765 0.248
H 17.012 21.207 13.612 -0.940
H 16.663 20.820 11.961 0.682
H 16.020 18.988 13.431 0.571
H 14.614 19.467 12.612 0.576
H 15.353 20.211 15.483 -0.149
H 14.019 19.328 14.984 0.690
H 13.256 20.823 16.876 0.409
H 12.601 22.271 16.338 0.568
H 14.348 22.184 16.569 0.502
H 11.585 20.637 14.381 0.434
H 12.500 20.599 12.928 0.313
H 11.923 22.150 13.627 0.425
H 15.188 22.398 10.751 0.433
H 13.805 23.297 11.547 0.395
H 13.860 21.575 11.524 0.336
C 18.472 18.019 16.026 -1.670
C 18.976 19.351 15.461 1.029
C 20.467 19.316 15.047 0.893
C 21.481 19.004 16.172 0.393
N 22.927 18.923 15.676 1.558
C 23.131 17.608 14.977 -0.910
C 24.589 17.309 14.992 0.269
C 25.043 17.849 16.343 0.359
C 23.909 18.770 16.907 0.712
C 23.234 20.046 14.684 -0.121
H 18.549 17.359 15.162 0.497
H 17.431 17.936 16.338 0.430
H 19.064 17.645 16.861 0.257
H 18.880 20.215 16.118 0.245
H 18.356 19.512 14.579 -0.542
H 20.795 20.147 14.423 -1.242
H 20.685 18.450 14.423 0.388
H 21.373 18.064 16.714 -0.122
H 21.585 19.809 16.899 -0.688
H 22.810 17.628 13.935 0.456
H 22.588 16.813 15.486 0.371
H 25.197 17.855 14.271 -0.041
H 24.746 16.246 14.811 -0.583
H 25.946 18.387 16.054 0.412
H 25.327 16.973 16.926 -0.419
H 24.181 19.653 17.486 -0.141
H 23.438 18.236 17.733 -1.019
H 22.930 21.045 14.998 0.308
H 22.931 19.895 13.648 -0.402
H 24.323 20.090 14.649 0.151
C 17.522 14.019 19.724 -1.242
C 18.746 14.355 20.610 -0.593
C 19.971 14.747 19.716 -0.172
C 21.274 15.103 20.583 -0.968
N 22.611 15.205 19.764 0.457
C 23.193 13.779 19.658 -0.443
C 24.106 13.633 20.926 -0.807
C 24.112 14.961 21.660 -0.621
C 23.666 15.969 20.627 -0.346
C 22.350 15.866 18.357 -1.350
H 16.747 13.503 20.290 0.416
H 17.837 13.182 19.101 0.340
H 17.052 14.881 19.251 0.237
H 19.015 13.627 21.375 0.435
H 18.517 15.176 21.289 0.380
H 19.662 15.473 18.964 -0.116
H 20.194 13.905 19.061 0.376
H 21.489 14.359 21.350 0.544
H 20.980 16.004 21.122 0.478
H 23.821 13.792 18.767 0.301
H 22.384 13.053 19.584 0.396
H 25.021 13.429 20.370 0.317
H 23.912 12.720 21.490 0.378
H 25.132 15.040 22.036 0.429
H 23.491 14.984 22.556 0.339
H 24.457 16.281 19.945 0.182
H 23.262 16.869 21.093 0.289
H 21.697 15.196 17.797 0.429
H 23.340 15.968 17.912 0.423
H 21.927 16.856 18.529 0.315
Cl 22.065 19.350 19.937 -0.645
Cl 24.630 18.358 11.421 -0.674
Cl 26.607 14.787 18.255 -0.691
```

For the calculated total energy, the calculation gives -148631.857 eV. As for the LUMO energy: -15.120 eV. The orbital gap is 1.5 eV. As for the net charge: +6. The HOMO energy is -16.58 eV.